[1]
DFT (ωB97M-V/def2-TZVPD) results for C38H21AuN8Se as an isolated structure.

Each line ends with the Mulliken charge.
Cartesian coordinates (Å):
Au (-0.10365, -0.06163, 0.80590)  1.457
C (-3.40758, 0.55236, -4.74076)  -0.598
C (-2.95968, 1.87405, -4.69461)  -0.648
C (-2.27577, 2.36132, -3.59470)  -0.240
C (-2.04229, 1.48736, -2.54667)  0.597
C (-1.29351, 1.63107, -1.31104)  -0.353
N (-1.33302, 0.43694, -0.64253)  -0.306
C (-2.08270, -0.46463, -1.35172)  -0.210
N (-2.47005, -1.64906, -0.94778)  -0.618
C (-2.00773, -2.23038, 0.14357)  -0.037
C (-2.53859, -3.43788, 0.72497)  0.325
C (-3.69568, -4.17020, 0.47906)  -0.309
C (-3.96791, -5.24282, 1.30447)  -0.574
C (-3.10100, -5.60066, 2.34608)  -0.580
C (-1.94902, -4.88187, 2.59505)  -0.313
C (-1.68192, -3.78610, 1.78232)  0.376
C (-0.64984, -2.78312, 1.83141)  0.060
N (0.39120, -2.81800, 2.64117)  -0.665
C (1.22633, -1.81518, 2.78241)  -0.071
N (1.08018, -0.54445, 2.29160)  -0.407
C (2.05957, 0.26858, 2.80420)  -0.046
N (2.12933, 1.57371, 2.68279)  -0.631
C (1.32988, 2.27127, 1.90023)  0.138
N (0.56399, 1.78337, 0.87510)  -0.211
C (-0.05731, 2.82648, 0.23985)  -0.026
N (-0.79105, 2.75250, -0.85513)  -0.563
C (0.27359, 4.04893, 0.93093)  0.389
C (-0.21941, 5.34399, 0.81637)  -0.357
C (0.19270, 6.27095, 1.75436)  -0.529
C (1.08627, 5.92865, 2.77738)  -0.544
C (1.57898, 4.64336, 2.89658)  -0.315
C (1.15200, 3.70011, 1.96948)  0.116
C (2.93907, -0.54432, 3.61955)  0.375
C (4.11228, -0.24732, 4.29784)  -0.295
C (4.76859, -1.29144, 4.92609)  -0.601
C (4.25509, -2.59214, 4.90280)  -0.589
C (3.07028, -2.88557, 4.25017)  -0.300
C (2.42155, -1.84704, 3.59982)  0.519
N (-0.89933, -1.85557, 0.85523)  -0.406
C (-2.51035, 0.16951, -2.58328)  0.581
C (-3.19875, -0.31563, -3.68281)  -0.330
H (-3.92332, 0.19592, -5.62263)  0.415
H (-3.14359, 2.51895, -5.54366)  0.419
H (-1.91961, 3.38147, -3.54596)  0.533
H (-4.36585, -3.88877, -0.32221)  0.532
H (-4.87188, -5.81927, 1.15848)  0.398
H (-3.35438, -6.44406, 2.97471)  0.396
H (-1.27430, -5.14221, 3.39958)  0.528
H (-0.91525, 5.59444, 0.02699)  0.521
H (-0.18864, 7.28254, 1.70644)  0.401
H (1.38046, 6.68118, 3.49693)  0.397
H (2.25439, 4.35353, 3.69038)  0.521
H (4.50163, 0.76167, 4.30827)  0.533
H (5.70260, -1.10901, 5.44096)  0.399
H (4.80186, -3.38934, 5.38871)  0.401
H (2.67080, -3.89040, 4.22281)  0.531
H (-3.54438, -1.34019, -3.71062)  0.535
Se (1.98723, -0.45821, -1.52564)  -0.386
C (1.59013, -0.10685, -3.36393)  -0.085
C (1.56988, 1.19670, -3.85965)  -0.285
C (1.36346, 1.42689, -5.21306)  -0.495
C (1.16776, 0.36748, -6.08608)  -0.496
C (1.17397, -0.93179, -5.59580)  -0.440
C (1.38586, -1.17089, -4.24618)  -0.438
H (1.73030, 2.02825, -3.18439)  0.380
H (1.36149, 2.44377, -5.59063)  0.390
H (1.02724, 0.54976, -7.14489)  0.382
H (1.02772, -1.76810, -6.26991)  0.373
H (1.40964, -2.18298, -3.86478)  0.379

Summary:
E, a.u.: -4435.8918
Orbital gap (spin up / spin down), hartree: 0.1321 / 0.1323
Energy above the lowest of the compared OMol25 structures with the same formula, charge and spin, kcal/mol: 7.2
Strongest force on any atom, eV/Å: 1.116

[2]
DFT (ωB97M-V/def2-TZVPD) results for C59H86F18N12O14S6 as an isolated structure.

Each line ends with the Mulliken charge.
Cartesian coordinates (Å):
C (8.96275, -3.96204, -0.46207)  -1.112
C (8.78879, -2.51349, -1.00962)  0.065
C (7.40669, -2.19996, -1.43751)  -0.630
O (6.64066, -2.27204, -0.30837)  -0.222
C (5.40021, -1.51292, -0.41797)  -0.929
N (9.24970, -1.41399, 0.08776)  -0.297
H (10.22718, -1.28558, 0.30716)  0.365
H (8.99175, -0.47767, -0.18949)  0.346
H (8.91202, -1.58921, 1.02337)  0.310
H (8.13695, -4.25818, 0.18482)  0.091
H (9.79879, -4.12009, 0.21922)  0.424
H (8.99577, -4.61839, -1.33169)  0.395
H (9.44680, -2.47127, -1.87756)  0.325
H (7.06513, -3.03742, -2.04587)  0.346
H (7.30675, -1.25106, -1.96447)  0.500
H (4.91279, -1.66512, -1.38097)  0.421
H (5.65341, -0.45317, -0.44839)  0.436
H (4.77638, -1.65256, 0.46488)  0.151
C (1.06076, 4.25047, 2.02144)  -1.680
C (1.18349, 3.92318, 0.52797)  0.451
C (2.40025, 3.16823, 0.00205)  -0.877
O (2.45197, 3.21099, -1.47121)  -0.187
C (3.58311, 2.61097, -2.14641)  -0.447
N (-0.02319, 3.16429, -0.01488)  0.380
H (-0.89086, 3.60966, 0.24762)  0.462
H (0.10203, 3.23123, -1.01485)  0.279
H (-0.08332, 2.18666, 0.23156)  0.065
H (1.82509, 4.97553, 2.30108)  0.514
H (1.04404, 3.43593, 2.74556)  0.175
H (0.09856, 4.73486, 2.18767)  0.462
H (1.26109, 4.89450, 0.03950)  0.321
H (2.63872, 2.19355, 0.42775)  0.235
H (3.20374, 3.83143, 0.32248)  0.620
H (3.50542, 1.56780, -1.84005)  -0.011
H (4.52164, 3.06598, -1.82980)  0.433
H (3.62474, 2.64537, -3.23508)  0.075
C (1.13428, -1.86914, -10.87968)  -1.566
C (1.08167, -2.45431, -9.49907)  0.046
C (1.45542, -1.24516, -8.52694)  -0.799
N (1.84426, -1.70840, -7.15837)  0.520
C (3.06570, -2.73546, -7.27549)  -0.593
C (3.65427, -2.88799, -5.86354)  -0.810
C (4.14301, -1.54230, -5.29568)  -0.831
C (2.95728, -0.66919, -5.03594)  0.979
C (2.23877, -0.38060, -6.38185)  -0.995
C (0.68554, -2.42471, -6.44834)  -0.955
H (0.44805, -1.04470, -11.07334)  0.380
H (0.84731, -2.70512, -11.51755)  0.433
H (2.12387, -1.52477, -11.18005)  0.383
H (1.86447, -3.21113, -9.44872)  0.191
H (0.10330, -2.91347, -9.35740)  0.345
H (0.60877, -0.56551, -8.43015)  0.424
H (2.28240, -0.66186, -8.93188)  0.362
H (3.82437, -2.19914, -7.84547)  0.341
H (2.72844, -3.68188, -7.69814)  0.567
H (4.43350, -3.64153, -5.97792)  0.474
H (2.95138, -3.22385, -5.10115)  0.249
H (4.91478, -1.03887, -5.87794)  0.460
H (4.80350, -1.64968, -4.43527)  0.158
H (3.25533, 0.32044, -4.68969)  0.035
H (2.34731, -1.14016, -4.26507)  -0.520
H (2.91008, 0.32088, -6.87720)  0.358
H (1.23282, 0.00074, -6.20653)  0.292
H (0.86686, -2.75352, -5.42506)  0.362
H (0.42151, -3.26707, -7.08772)  0.375
H (-0.24043, -1.85214, -6.50181)  0.358
C (-3.24700, -4.56289, 7.49050)  -0.650
N (-2.02917, -4.64048, 6.66608)  0.222
C (-1.31450, -5.78993, 6.48041)  -0.667
C (-0.11921, -5.75371, 5.69919)  -0.461
C (0.31285, -4.66407, 5.05151)  0.223
C (-0.52545, -3.52495, 5.10660)  -0.342
C (-1.58719, -3.49673, 5.99196)  -0.218
C (1.50510, -4.72024, 4.16084)  0.772
C (1.73745, -5.74412, 3.25106)  -0.924
C (2.94749, -5.68391, 2.51845)  -0.330
N (3.87074, -4.62564, 2.62707)  0.104
C (3.48289, -3.54309, 3.40421)  -0.344
C (2.32163, -3.62111, 4.18743)  -0.664
C (5.25232, -4.62542, 1.91781)  -1.228
H (-3.32580, -3.50348, 7.73453)  0.106
H (-2.97766, -5.03011, 8.43774)  0.425
H (-4.10106, -4.98024, 6.95712)  0.290
H (-1.55377, -6.74223, 6.93016)  0.481
H (0.39713, -6.70208, 5.67914)  0.618
H (-0.42147, -2.57359, 4.60610)  0.506
H (-2.24912, -2.64649, 6.06499)  0.225
H (1.05571, -6.57950, 3.18951)  0.656
H (3.24046, -6.39862, 1.76363)  0.556
H (4.29796, -2.83587, 3.44771)  0.525
H (2.16340, -2.83542, 4.91135)  0.659
H (5.25995, -4.62942, 0.82785)  0.423
H (5.58598, -5.62168, 2.20806)  0.509
H (5.97318, -3.87867, 2.25071)  0.382
C (-1.77046, -4.24941, -0.73294)  -0.811
N (-2.78491, -3.18387, -0.83739)  0.229
C (-2.85572, -2.38790, -1.89637)  -0.615
C (-3.88129, -1.48473, -2.12287)  -1.325
C (-4.90550, -1.39467, -1.17488)  1.029
C (-4.93638, -2.26661, -0.00805)  -0.817
C (-3.80995, -3.13056, 0.05374)  -0.423
C (-5.94963, -0.30969, -1.32870)  0.955
C (-5.61034, 0.94557, -1.90143)  -0.861
C (-6.72748, 1.77845, -2.06727)  -0.243
N (-7.98809, 1.46351, -1.75087)  0.025
C (-8.28423, 0.17991, -1.29197)  -0.419
C (-7.27301, -0.72036, -1.14878)  -0.837
C (-9.05407, 2.48323, -1.76352)  -0.961
H (-0.98928, -4.29036, -1.49200)  0.200
H (-2.33676, -5.18003, -0.76983)  0.490
H (-1.20886, -4.14810, 0.19574)  0.319
H (-1.99394, -2.61691, -2.50570)  0.817
H (-3.87773, -0.76740, -2.93023)  0.799
H (-5.67952, -2.40362, 0.76355)  0.519
H (-3.75599, -3.90912, 0.80029)  0.599
H (-4.64817, 1.38170, -2.12598)  0.631
H (-6.68508, 2.80642, -2.39571)  0.508
H (-9.33163, 0.04518, -1.06571)  0.466
H (-7.50623, -1.70267, -0.76527)  0.553
H (-10.01236, 1.98406, -1.90708)  0.347
H (-8.98883, 3.03685, -2.70019)  0.437
H (-9.14478, 3.15802, -0.91234)  0.320
C (-6.12757, 7.73441, 3.14182)  -0.905
N (-5.25926, 6.93234, 4.03741)  0.104
C (-5.22456, 5.50978, 3.94450)  -0.454
C (-4.29079, 4.75420, 4.60614)  -0.277
C (-3.17663, 5.30744, 5.20484)  0.046
C (-3.19841, 6.71504, 5.32225)  -0.637
C (-4.23401, 7.51850, 4.72390)  -0.310
C (-2.09596, 4.49972, 5.78779)  0.415
C (-1.84786, 4.41418, 7.13919)  -0.446
C (-0.88718, 3.53793, 7.62792)  -0.414
N (-0.01055, 2.88476, 6.77258)  0.181
C (-0.23541, 2.95239, 5.45474)  -0.965
C (-1.30740, 3.70770, 4.93892)  0.123
C (0.91791, 1.82548, 7.28735)  -0.861
H (-6.20050, 8.70468, 3.63310)  0.357
H (-7.09081, 7.22595, 3.10003)  0.376
H (-5.60749, 7.87702, 2.19457)  0.354
H (-5.85980, 4.96277, 3.26358)  0.470
H (-4.27978, 3.68410, 4.46066)  0.361
H (-2.24916, 7.10628, 5.65731)  0.490
H (-4.08465, 8.58732, 4.76532)  0.456
H (-2.57374, 4.75422, 7.86298)  0.562
H (-0.81266, 3.27418, 8.67256)  0.441
H (0.42369, 2.36676, 4.83103)  0.590
H (-1.55914, 3.69151, 3.88879)  0.798
H (0.95736, 2.06339, 8.35034)  0.328
H (1.89825, 1.90838, 6.81815)  0.374
H (0.59788, 0.82602, 6.99281)  0.299
C (0.18767, 0.66155, -2.84583)  0.132
F (1.03887, 1.66127, -2.95511)  -0.003
F (-1.01667, 1.12307, -2.42833)  -0.101
F (0.03823, 0.03613, -4.11977)  -0.065
S (0.74901, -0.46354, -1.47330)  0.697
O (0.04534, -1.68218, -1.60884)  -0.562
O (2.22955, -0.63633, -1.67806)  -0.523
N (0.29249, 0.22772, 0.03608)  -0.027
S (1.00461, -0.67655, 1.03958)  0.749
O (0.62685, -2.07345, 0.99333)  -0.517
O (2.41002, -0.40449, 1.10453)  -0.719
C (0.17929, -0.12682, 2.78829)  0.075
F (0.16493, 1.19342, 2.91919)  -0.039
F (-0.99691, -0.65908, 2.90124)  -0.016
F (0.79652, -0.73421, 3.80515)  -0.117
C (-2.71541, -0.75373, 8.82199)  0.540
F (-1.80746, -1.28481, 8.00220)  -0.170
F (-3.41972, -1.70333, 9.45856)  -0.220
F (-1.99342, -0.11180, 9.81238)  -0.248
S (-3.86385, 0.32629, 7.68277)  0.626
O (-4.99737, 0.45479, 8.52158)  -0.645
O (-3.03125, 1.50644, 7.53527)  -0.302
N (-4.07951, -0.74937, 6.45140)  -0.281
S (-3.86203, 0.15388, 5.22300)  0.817
O (-4.84869, 1.20851, 4.92553)  -0.703
O (-2.47929, 0.67507, 5.01005)  -0.079
C (-4.15619, -1.14123, 3.74237)  0.348
F (-5.48171, -1.44243, 3.69452)  -0.253
F (-3.79877, -0.65778, 2.56625)  -0.097
F (-3.47415, -2.21312, 4.00949)  -0.171
C (-1.13906, 4.40098, -8.85508)  0.615
F (-2.21513, 3.79205, -9.39499)  -0.217
F (-0.79963, 5.32732, -9.75540)  -0.201
F (-1.42126, 5.02150, -7.65737)  -0.208
S (0.24686, 3.14701, -8.50705)  0.993
O (-0.35409, 1.96727, -7.88666)  -0.537
O (0.92758, 2.88043, -9.74476)  -0.685
N (1.26178, 4.21846, -7.59019)  -0.607
S (1.04948, 3.82412, -6.09790)  1.212
O (-0.30285, 4.07891, -5.58287)  -0.679
O (1.51913, 2.43353, -5.79950)  -0.599
C (2.24290, 5.04601, -5.19954)  0.555
F (3.49405, 4.61139, -5.11104)  -0.229
F (2.18858, 6.29655, -5.68869)  -0.201
F (1.84921, 5.15485, -3.94839)  -0.256

Summary:
E, a.u.: -8194.3266
Charge: +6
Orbital gap, hartree: 0.1385
Strongest force on any atom, eV/Å: 6.453

[3]
DFT (ωB97M-V/def2-TZVPD) results for C24H38N8O12Sn as an isolated structure.

Each line ends with the Mulliken charge.
Cartesian coordinates (Å):
Sn (2.24975, 2.52363, 3.87074)  0.833
O (-1.66503, 0.17629, 0.78276)  -0.422
C (-0.41736, 0.37181, 0.12480)  -0.901
C (0.92902, 0.68750, 0.98461)  0.889
O (1.42908, -0.16348, 2.10818)  -0.723
H (-0.49355, 0.80784, -0.87128)  0.403
H (-0.04546, -0.53565, -0.35092)  0.559
H (0.76847, 1.67370, 1.42019)  -0.699
H (1.78455, 0.80293, 0.31915)  0.208
C (-3.20134, -3.57539, -2.36648)  -0.382
C (-4.12700, -3.56113, -3.43540)  -0.682
C (-4.71292, -2.32268, -3.75176)  0.532
C (-4.48214, -1.16463, -3.03893)  -0.304
C (-3.60013, -1.19999, -2.04455)  0.619
C (-2.93091, -2.42038, -1.71278)  -0.234
O (-2.01420, -2.62637, -0.66326)  -0.537
O (-5.64573, -2.15033, -4.83678)  -0.528
H (-2.77569, -4.50823, -2.02731)  0.431
H (-4.57882, -4.46487, -3.81687)  0.287
H (-4.80065, -0.15140, -3.23466)  0.416
H (-3.39335, -0.37176, -1.38297)  0.096
H (-1.90775, -1.68006, -0.54175)  0.077
H (-6.14120, -2.97122, -4.78937)  0.289
C (4.57080, -3.35125, 2.40931)  -0.326
C (5.50112, -3.89750, 3.29370)  -0.582
C (6.37359, -3.04351, 4.01482)  0.755
C (6.34591, -1.67934, 3.75281)  -0.608
C (5.47894, -1.19567, 2.79178)  -0.309
C (4.55921, -2.00451, 2.14161)  -0.008
O (3.71329, -1.55650, 1.09724)  -0.551
O (7.38008, -3.65167, 4.83666)  -0.538
H (3.71931, -3.92184, 2.06902)  0.369
H (5.36677, -4.94846, 3.50307)  0.374
H (7.00851, -1.00199, 4.27104)  0.284
H (5.57187, -0.13591, 2.60558)  0.443
H (3.13233, -0.86906, 1.43117)  0.269
H (7.94501, -3.05723, 5.33575)  0.288
C (3.24935, 0.37281, -3.61771)  -0.347
C (3.84706, 0.17227, -2.41467)  -0.983
C (4.81671, -0.77253, -2.27176)  0.939
C (5.39331, -1.45065, -3.26244)  -0.715
C (4.82932, -1.13890, -4.48975)  -0.299
C (3.75373, -0.30249, -4.69307)  0.448
O (3.18209, -0.05497, -5.87913)  -0.566
O (5.19348, -1.22325, -1.08191)  -0.450
H (2.41577, 1.05911, -3.64100)  0.360
H (3.49581, 0.70739, -1.54480)  0.382
H (6.09358, -2.23237, -3.00762)  0.423
H (5.25451, -1.49601, -5.41607)  0.357
H (2.80570, 0.82188, -5.98435)  0.316
H (4.57392, -1.06654, -0.36554)  0.260
C (-1.60720, 2.44202, 3.67156)  0.499
O (-2.21308, 1.44864, 4.03138)  -0.629
N (-1.33009, 3.44919, 4.37090)  -0.258
N (-1.51384, 2.85328, 2.41562)  0.034
H (-1.44051, 3.44382, 5.37483)  0.253
H (-0.83700, 4.13837, 3.82136)  0.095
H (-1.20373, 3.81037, 2.32668)  0.046
H (-1.72556, 2.11733, 1.75709)  0.066
C (-4.24143, 2.25443, -0.96454)  0.321
O (-5.42180, 2.23404, -1.32412)  -0.755
N (-3.24761, 2.55899, -1.74320)  -0.101
N (-3.81377, 1.93421, 0.23164)  -0.056
H (-2.36768, 2.42742, -1.26518)  0.074
H (-3.53867, 2.90646, -2.64578)  0.189
H (-4.49726, 1.63175, 0.91095)  0.321
H (-2.95662, 1.40015, 0.24437)  -0.341
C (-0.45994, 4.89170, -0.80747)  0.704
O (-0.90968, 4.87528, -1.95191)  -0.640
N (-0.07580, 3.92504, -0.04188)  -0.132
N (-0.72244, 5.90196, 0.02442)  -0.407
H (0.00534, 3.03388, -0.51022)  -0.038
H (0.29075, 4.08850, 0.88495)  0.064
H (-0.30415, 5.88387, 0.94356)  0.140
H (-1.24964, 6.66162, -0.38187)  0.223
C (-4.66499, -1.72080, 2.03150)  0.608
O (-3.71559, -2.30911, 2.57152)  -0.694
N (-5.83631, -2.24586, 2.04622)  -0.382
N (-4.58544, -0.65965, 1.33417)  -0.110
H (-6.03517, -3.04995, 2.62415)  0.255
H (-6.50137, -1.99279, 1.32946)  0.148
H (-3.66515, -0.26657, 1.19755)  0.104
H (-5.41367, -0.32500, 0.86286)  0.184

Summary:
E, a.u.: -2492.1523
Orbital gap, hartree: 0.0971
Strongest force on any atom, eV/Å: 8.259

[4]
DFT (ωB97M-V/def2-TZVPD) results for C3H3BrO as an isolated structure.

Each line ends with the Mulliken charge.
Cartesian coordinates (Å):
C (0.09620, 0.42553, 0.21338)  -0.374
C (-0.28476, -0.78286, 0.64726)  -0.226
C (1.13977, -0.18802, -0.56949)  0.112
O (0.65670, -1.39757, -0.15130)  -0.357
Br (2.94822, 0.04366, 0.06461)  -0.157
H (-0.03897, 1.53484, 0.44809)  0.261
H (-0.90302, -1.23232, 1.27945)  0.463
H (1.34464, 0.00848, -1.63745)  0.278

Summary:
E, a.u.: -2765.2640
Orbital gap, hartree: 0.3680
Energy above the lowest of the compared OMol25 structures with the same formula, charge and spin, kcal/mol: 43.0
Strongest force on any atom, eV/Å: 5.729